{
  "formula": "C31H48N4OS2Si2TeZn",
  "method": "ωB97M-V/def2-TZVPD",
  "e_above_lowest_kj_mol": 37.4,
  "homo_ev": -13.88,
  "lumo_ev": -6.377,
  "total_energy_ev": -134060.7193,
  "gap_ev": 7.499,
  "charge": 2,
  "symbols": ["C", "C", "H", "H", "N", "H", "H", "H", "C", "C", "C", "H", "O", "H", "H", "H", "H", "N", "H", "H", "H", "H", "C", "H", "C", "C", "C", "C", "S", "C", "H", "C", "C", "C", "N", "H", "C", "H", "C", "C", "Zn", "C", "H", "H", "H", "H", "C", "H", "H", "H", "C", "C", "H", "C", "C", "H", "H", "H", "H", "C", "H", "N", "C", "H", "C", "H", "H", "H", "H", "H", "Te", "Si", "S", "H", "C", "H", "H", "H", "H", "H", "C", "H", "C", "Si", "H", "H", "C", "H", "C", "H"],
  "xyz": [[-2.41636, -6.11902, -2.94715], [1.01564, 2.08618, -1.62775], [-2.79213, -2.88449, -3.62173], [1.67901, -2.36782, -0.23210], [2.12185, 2.72648, -1.29675], [0.94503, 5.86385, -1.49073], [-2.08825, -5.97759, -3.97926], [2.89841, -2.12600, -1.49001], [3.94010, 0.70253, 2.25632], [3.45227, 2.10293, -1.22846], [5.09800, 2.80221, 2.12896], [-2.13389, -1.97134, 4.10252], [-0.99671, -0.37476, 5.99059], [1.84983, -6.13903, -0.36037], [0.41733, -6.35086, -1.34937], [3.18359, -3.29089, -0.20004], [-5.69795, -6.05494, -3.63798], [-0.48518, -0.14895, 0.86363], [1.37482, 4.77239, -2.81848], [-1.55438, -5.98882, -2.28877], [2.22564, -5.69226, -3.80636], [-2.74550, -7.15539, -2.85185], [-0.28723, 2.83927, -1.49768], [2.97670, -4.10638, -3.99960], [1.05289, 4.82019, -1.77472], [4.69463, 2.94439, 0.80938], [0.99768, -5.61152, -0.79423], [0.08753, -3.37893, -2.73887], [-1.74368, 2.03626, -1.24433], [4.72053, 1.68245, 2.85487], [0.38195, -5.24798, 0.03093], [-3.12909, -3.14364, -2.61850], [-4.29871, -5.16524, -0.68080], [-5.26807, -5.05128, -3.66259], [-1.15543, -0.34334, 3.21664], [5.04887, 1.56460, 3.87887], [-1.13832, 7.19180, 2.23886], [-0.49088, -2.32437, 5.87085], [-1.10478, 7.88109, 1.03749], [3.53252, 0.84699, 0.93941], [-0.98102, -0.34751, -1.14963], [-1.31860, 5.80614, -0.16563], [-0.38148, -4.04751, -3.46158], [4.14514, 2.72753, -1.79434], [0.14590, 1.11163, 5.11790], [-1.46606, 4.03865, 1.04339], [-0.90504, 0.85873, 5.31231], [3.02494, 4.57749, -0.95109], [5.71797, 3.56093, 2.58763], [-1.00983, 8.95848, 1.03162], [2.04014, 4.12593, -0.87367], [-0.40042, -1.42659, 5.26313], [-6.05753, -4.34699, -3.39581], [-1.40061, 5.04320, -1.47087], [3.90762, 1.96934, 0.20697], [-1.28926, 5.27186, 3.18219], [-1.34247, 1.61390, 5.96227], [-1.55256, 1.71140, 3.41862], [-5.04931, -4.43188, -0.37753], [2.41824, -2.87719, -0.85993], [5.02724, 3.80896, 0.24518], [-0.23947, 4.15439, -1.61870], [-1.35215, 5.11767, 1.04488], [-1.17248, 7.73559, -1.09961], [-0.81628, -0.23338, 1.97655], [-1.40112, 5.73576, -2.31340], [-0.58456, -2.36431, 3.31726], [2.93724, 0.07241, 0.46829], [-4.96756, -4.84714, -4.69166], [3.63754, -5.26412, -2.84577], [-1.44310, -2.92057, -1.31065], [1.60661, -4.22125, -1.90742], [1.04709, 0.52040, -2.24249], [-2.30655, 4.44807, -1.51878], [-1.19003, 7.18871, -0.16351], [-3.89245, -2.42805, -2.31226], [3.40244, 1.13038, -1.70224], [-4.72391, -6.15561, -0.50853], [0.36851, -2.45834, -3.24906], [1.71008, 4.18535, 0.16686], [-1.26039, 5.80819, 2.24236], [-3.43473, -5.06533, -0.02063], [-1.67009, 0.79603, 3.99614], [-3.81373, -4.94526, -2.48870], [3.66248, -0.18404, 2.81231], [0.66242, -1.21463, 5.08673], [2.71036, -4.87379, -3.27121], [-1.07726, 7.73238, 3.17400], [-1.10985, -1.63301, 3.92904], [-2.73034, 0.62816, 4.19824]],
  "forces_ev_per_angstrom": [[-0.232, 0.181, 0.007], [0.741, -0.037, -0.012], [0.060, 0.065, 0.019], [0.003, 0.003, 0.034], [-0.591, -0.079, -0.037], [-0.068, -0.010, 0.055], [-0.007, 0.016, -0.002], [-0.013, 0.041, -0.021], [-0.041, -0.005, 0.010], [0.364, -0.123, 0.190], [0.010, 0.033, 0.060], [0.001, 0.025, -0.051], [-0.041, -0.014, 0.008], [0.018, 0.031, 0.005], [0.018, 0.001, -0.007], [-0.026, -0.020, -0.010], [-0.007, 0.009, -0.005], [-0.122, -0.160, 0.088], [-0.055, 0.019, -0.011], [-0.007, -0.032, 0.014], [-0.023, 0.004, 0.009], [0.001, 0.001, 0.026], [-0.512, 0.448, -0.098], [-0.009, 0.027, 0.021], [0.270, -0.002, 0.002], [0.047, 0.012, -0.038], [0.087, 0.172, -0.200], [0.275, -0.183, 0.243], [-0.122, -0.629, 0.035], [-0.008, -0.007, -0.015], [0.007, -0.004, 0.014], [-0.061, -0.405, 0.076], [0.008, -0.009, -0.326], [0.189, -0.062, 0.161], [0.004, 0.057, 0.068], [0.003, 0.008, -0.003], [0.000, 0.046, 0.030], [0.034, -0.009, -0.006], [0.013, 0.012, 0.012], [-0.059, -0.048, 0.008], [0.581, 0.970, 0.099], [0.064, -0.035, -0.084], [-0.077, -0.009, 0.032], [-0.100, 0.044, -0.041], [-0.009, 0.009, 0.035], [-0.005, -0.003, 0.018], [0.007, -0.031, -0.138], [0.033, -0.053, -0.037], [0.006, -0.008, -0.015], [-0.015, -0.002, 0.001], [-0.155, 0.249, 0.025], [-0.005, 0.044, -0.142], [0.012, 0.007, 0.031], [-0.241, 0.219, 0.152], [-0.044, 0.034, -0.024], [-0.020, 0.010, -0.007], [0.017, 0.009, -0.006], [0.018, -0.013, -0.014], [0.002, 0.005, -0.017], [-0.053, -0.169, -0.170], [-0.012, -0.019, -0.022], [0.171, -0.459, 0.067], [0.009, -0.022, 0.004], [0.004, -0.019, -0.007], [0.065, -0.073, -0.195], [0.070, -0.045, -0.040], [-0.011, 0.007, -0.023], [-0.013, -0.011, -0.015], [0.024, -0.004, 0.003], [-0.003, -0.002, -0.010], [-0.096, 0.312, -0.410], [-0.092, -0.004, 0.055], [-0.301, -0.499, 0.046], [0.010, -0.049, -0.069], [-0.028, 0.008, -0.026], [0.048, 0.050, 0.055], [-0.023, 0.000, -0.068], [0.006, -0.005, -0.017], [-0.050, -0.001, -0.036], [0.089, -0.010, 0.013], [0.019, -0.042, -0.019], [0.010, -0.022, 0.021], [-0.029, 0.089, 0.198], [0.001, 0.172, 0.067], [0.012, 0.004, -0.007], [-0.007, -0.001, 0.034], [-0.091, 0.112, 0.209], [0.011, -0.006, -0.009], [0.041, -0.108, 0.209], [0.003, -0.003, -0.061]]
}